No. 1
The following is a quantum chemistry calculation of a cluster of 12 separate species, C20H68O24P4 in total in a non-equilibrium geometry, from OMol25.

The geometry in XYZ format:
```
116
Properties=species:S:1:pos:R:3:lowdin_charge:R:1
C -1.258 -0.512 2.633 -0.18
O -1.670 -1.260 3.730 -0.08
H -0.550 0.234 2.993 0.08
H -0.673 -1.068 1.899 0.05
H -2.068 -0.049 2.069 0.06
H -2.519 -1.000 4.095 0.08
C 4.667 -3.804 0.548 -0.20
O 3.978 -4.962 0.449 -0.10
H 5.299 -3.518 -0.294 0.07
H 3.909 -3.040 0.720 0.07
H 5.372 -3.818 1.379 0.10
H 4.596 -5.622 0.129 0.10
C 2.419 -3.432 -4.711 -0.11
O 1.912 -4.693 -4.413 -0.06
H 1.963 -2.656 -4.097 0.08
H 3.429 -3.604 -4.340 0.09
H 2.498 -3.210 -5.775 0.11
H 1.131 -4.933 -4.918 0.08
C 3.564 1.863 2.899 -0.15
O 2.829 2.206 4.079 -0.11
H 3.719 0.788 2.812 0.07
H 3.026 2.115 1.985 0.06
H 4.500 2.420 2.924 0.09
H 1.917 2.318 3.800 0.04
C 1.573 -2.994 2.338 -0.17
O 2.072 -4.233 2.734 -0.09
H 0.664 -2.702 2.864 0.08
H 2.372 -2.289 2.564 0.08
H 1.377 -2.892 1.270 0.05
H 2.572 -4.530 1.970 0.03
C -0.488 -5.836 -2.987 0.01
O -1.141 -6.076 -4.215 0.18
H -1.208 -6.123 -2.220 0.15
H 0.479 -6.287 -2.765 0.13
H -0.419 -4.754 -2.877 0.13
H -2.035 -5.730 -4.263 0.10
C -3.955 -4.209 -2.516 -0.12
O -3.676 -5.423 -3.153 -0.14
H -4.682 -3.671 -3.124 0.08
H -4.500 -4.625 -1.668 0.10
H -3.145 -3.533 -2.242 0.08
H -4.442 -5.996 -3.075 0.11
C -6.730 -0.968 -2.183 -0.12
O -5.913 0.035 -1.521 -0.15
H -6.251 -1.917 -2.425 0.05
H -7.455 -1.226 -1.412 0.08
H -7.287 -0.594 -3.042 0.08
H -6.466 0.489 -0.880 0.01
C 4.528 0.226 -1.344 -0.08
O 5.215 -0.996 -1.679 -0.24
P 6.790 -0.931 -1.995 0.44
O 7.144 0.314 -2.723 -0.24
O 7.426 -1.103 -0.526 -0.20
C 8.781 -0.998 -0.273 -0.13
O 7.134 -2.288 -2.822 -0.21
C 6.529 -2.417 -4.079 -0.14
H 4.051 0.137 -0.367 0.08
H 3.606 0.240 -1.925 0.08
H 5.154 1.117 -1.304 0.10
H 9.054 -0.160 0.368 0.10
H 9.364 -0.715 -1.149 0.09
H 9.194 -1.933 0.105 0.10
H 5.527 -2.035 -4.272 0.07
H 6.413 -3.497 -3.988 0.09
H 7.052 -2.103 -4.983 0.10
C -6.866 0.086 4.104 -0.18
O -6.735 0.048 2.741 -0.22
P -6.768 1.579 1.971 0.53
O -7.139 1.610 0.559 -0.22
O -5.317 2.141 2.270 -0.20
C -4.250 1.984 1.364 -0.08
O -7.781 2.441 2.924 -0.23
C -8.228 3.729 2.508 -0.09
H -6.090 0.702 4.561 0.09
H -6.897 -0.886 4.596 0.09
H -7.850 0.520 4.279 0.08
H -3.603 2.860 1.402 0.09
H -4.654 1.766 0.375 0.08
H -3.584 1.162 1.626 0.06
H -9.264 3.744 2.171 0.10
H -7.652 4.068 1.647 0.08
H -7.909 4.500 3.211 0.10
C 2.187 8.612 2.161 -0.13
O 1.211 8.016 1.359 -0.23
P 0.777 6.423 1.524 0.52
O 1.899 5.419 1.542 -0.27
O -0.273 6.219 0.310 -0.25
C -0.066 6.510 -1.080 -0.08
O -0.153 6.472 2.887 -0.22
C -0.676 5.289 3.447 -0.12
H 3.107 8.946 1.681 0.09
H 2.460 7.891 2.931 0.08
H 1.761 9.474 2.673 0.09
H -0.381 7.546 -1.210 0.10
H -0.664 5.735 -1.560 0.09
H 0.932 6.272 -1.445 0.09
H -0.662 5.245 4.536 0.10
H -0.063 4.495 3.021 0.06
H -1.698 5.057 3.147 0.08
C 1.209 -2.232 -1.485 -0.07
O 0.217 -1.695 -0.562 -0.21
P -0.147 -0.132 -0.679 0.50
O 0.450 0.588 -1.871 -0.26
O -1.771 -0.127 -0.546 -0.23
C -2.600 -0.327 -1.623 -0.13
O 0.398 0.475 0.729 -0.26
C 0.222 1.880 0.926 -0.09
H 0.912 -3.038 -2.156 0.05
H 1.884 -2.763 -0.814 0.08
H 1.697 -1.496 -2.125 0.07
H -2.185 -0.979 -2.392 0.08
H -2.876 0.632 -2.061 0.10
H -3.529 -0.740 -1.230 0.08
H -0.823 2.168 0.814 0.09
H 0.814 2.426 0.192 0.09
H 0.751 2.145 1.842 0.07
```

Values from the calculation:
HOMO energy (alpha / beta) = -11.541 / -11.504 eV
energy above the lowest of the compared OMol25 structures with the same formula, charge and spin = 43.32 kJ/mol
lowest unoccupied orbital energy (alpha / beta) = -3.024 / -9.726 eV
largest force on an atom = 0.0916 Eh/bohr
total charge = +1
⟨S²⟩ = 0.755
multiplicity = 2


No. 2
The following is a quantum chemistry calculation of a structure of composition C29H29N2O3PS4Tc in a non-equilibrium geometry, from OMol25.

The geometry in XYZ format:
```
69
Properties=species:S:1:pos:R:3:lowdin_charge:R:1
Tc -0.061 0.251 0.008 0.53
S -1.492 2.206 -0.153 0.60
C -2.796 1.884 0.995 -0.58
C -3.847 2.794 1.058 -0.07
C -4.933 2.540 1.881 -0.03
C -4.975 1.382 2.642 -0.03
C -3.920 0.479 2.598 -0.07
C -2.826 0.735 1.785 -0.50
S -1.470 -0.440 1.825 0.95
C -0.455 0.332 3.162 -0.32
C 1.008 0.343 2.837 -0.31
C 1.955 0.285 3.844 0.01
C 3.296 0.434 3.524 0.00
C 3.656 0.607 2.197 0.02
C 2.668 0.602 1.227 -0.30
C 3.020 0.714 -0.234 -0.34
S 1.706 1.552 -1.203 0.93
C 1.923 3.206 -0.568 -0.50
C 3.021 3.901 -1.060 -0.09
C 3.336 5.154 -0.561 -0.03
C 2.538 5.728 0.422 -0.04
C 1.420 5.061 0.886 -0.08
C 1.102 3.792 0.397 -0.54
S -0.302 3.029 1.120 0.71
N 1.368 0.485 1.546 -0.07
H -3.804 3.693 0.457 0.12
H -5.753 3.245 1.920 0.12
H -5.825 1.181 3.279 0.12
H -3.941 -0.428 3.187 0.12
H -0.654 -0.185 4.099 0.10
H -0.806 1.359 3.254 0.08
H 1.647 0.143 4.871 0.13
H 4.051 0.420 4.298 0.13
H 4.692 0.729 1.911 0.13
H 3.111 -0.273 -0.689 0.08
H 3.959 1.247 -0.372 0.10
H 3.637 3.454 -1.830 0.12
H 4.203 5.680 -0.936 0.12
H 2.774 6.708 0.813 0.12
H 0.784 5.506 1.640 0.11
C -4.392 -0.661 -1.419 -0.06
O -3.121 0.009 -1.383 -0.34
P -1.688 -0.689 -1.495 0.60
O -1.877 -2.217 -1.089 -0.33
C -2.364 -3.273 -1.946 -0.06
O -1.411 -0.843 -3.061 -0.31
C -1.308 0.290 -3.936 -0.07
H -4.616 -1.017 -2.424 0.10
H -5.132 0.075 -1.119 0.10
H -4.401 -1.494 -0.717 0.09
H -1.959 -4.199 -1.548 0.10
H -2.029 -3.128 -2.970 0.09
H -3.451 -3.309 -1.919 0.09
H -1.050 -0.103 -4.914 0.10
H -0.527 0.971 -3.593 0.07
H -2.259 0.818 -3.993 0.09
N 0.858 -1.503 -0.304 0.02
C 1.271 -2.529 -0.621 -0.05
C 1.800 -3.772 -1.059 -0.21
C 2.478 -4.622 -0.181 -0.02
C 2.996 -5.811 -0.657 -0.05
C 2.847 -6.153 -1.995 -0.04
C 2.166 -5.311 -2.866 -0.05
C 1.638 -4.120 -2.407 -0.02
H 2.588 -4.349 0.860 0.12
H 3.520 -6.474 0.018 0.12
H 3.259 -7.084 -2.360 0.12
H 2.055 -5.580 -3.907 0.12
H 1.099 -3.456 -3.071 0.12
```

Values from the calculation:
HOMO energy (alpha / beta) = -12.934 / -13.006 eV
energy above the lowest of the compared OMol25 structures with the same formula, charge and spin = 43.14 kJ/mol
lowest unoccupied orbital energy (alpha / beta) = -5.140 / -6.192 eV
largest force on an atom = 0.0909 Eh/bohr
total charge = +2
⟨S²⟩ = 0.757
multiplicity = 2


No. 3
The following is a quantum chemistry calculation of a structure of composition C53H66N3O3PtSSiTe in a non-equilibrium geometry, from OMol25.

The geometry in XYZ format:
```
129
Properties=species:S:1:pos:R:3:lowdin_charge:R:1
Pt 0.246 -0.593 -0.480 0.82
C -4.502 2.444 -3.150 -0.07
C -4.406 1.680 -1.834 -0.26
N -4.191 0.255 -2.028 -0.13
C -5.342 -0.519 -2.486 -0.21
C -5.971 -1.354 -1.380 -0.07
C -2.965 -0.301 -1.915 -0.73
S -1.668 0.702 -1.553 0.79
N -2.900 -1.605 -2.156 0.09
C -1.854 -2.381 -1.927 -0.39
O -0.795 -2.192 -1.258 -0.23
C -2.103 -3.754 -2.540 -0.10
C -1.195 -4.790 -2.389 -0.03
C -1.413 -6.031 -2.972 -0.07
C -2.562 -6.259 -3.711 -0.10
C -3.492 -5.236 -3.853 -0.09
C -3.264 -3.999 -3.275 -0.03
H -4.502 3.518 -2.959 0.07
H -5.409 2.202 -3.707 0.06
H -3.640 2.208 -3.774 0.07
H -5.312 1.807 -1.236 0.12
H -3.557 2.077 -1.252 0.04
H -5.035 -1.159 -3.309 0.10
H -6.072 0.194 -2.874 0.11
H -5.245 -2.074 -1.004 0.06
H -6.838 -1.898 -1.758 0.07
H -6.297 -0.720 -0.553 0.07
H -0.316 -4.615 -1.806 0.04
H -0.678 -6.817 -2.850 0.10
H -2.736 -7.224 -4.169 0.10
H -4.400 -5.403 -4.420 0.10
H -3.985 -3.205 -3.383 0.09
C 2.846 4.728 3.881 -0.06
C 2.263 3.894 2.771 -0.27
C 2.594 4.095 1.446 0.02
C 2.088 3.299 0.425 -0.07
C 2.630 3.601 -0.939 -0.31
O 3.670 4.225 -1.056 0.07
C 1.901 3.232 -2.203 -0.15
C 0.534 3.437 -2.338 -0.04
C -0.093 3.202 -3.550 -0.10
C 0.645 2.744 -4.633 -0.09
C 2.013 2.552 -4.507 -0.09
C 2.641 2.813 -3.299 -0.05
C 1.196 2.213 0.703 -0.30
O 0.850 1.447 -0.285 -0.28
C 0.786 2.059 2.074 -0.09
C 1.373 2.866 3.042 0.01
C -0.161 1.015 2.522 -0.22
N -0.708 0.242 1.663 0.02
C -1.727 -0.739 2.024 -0.29
C -3.117 -0.311 1.523 -0.51
Te -4.307 1.043 2.664 1.25
C -3.437 2.902 2.222 -0.58
C -3.782 3.974 3.043 -0.19
C -3.258 5.234 2.803 -0.10
C -2.395 5.442 1.734 -0.09
C -2.057 4.381 0.910 -0.07
C -2.564 3.105 1.147 -0.13
C -0.390 0.868 4.006 -0.18
C 0.054 -0.274 4.662 -0.03
C -0.115 -0.419 6.032 -0.08
C -0.738 0.580 6.766 -0.10
C -1.188 1.723 6.118 -0.08
C -1.011 1.865 4.751 -0.06
H 3.527 5.480 3.481 0.07
H 3.407 4.114 4.588 0.07
H 2.069 5.248 4.446 0.07
H 3.288 4.881 1.165 0.12
H -0.036 3.769 -1.484 0.10
H -1.160 3.354 -3.642 0.09
H 0.150 2.527 -5.571 0.10
H 2.591 2.196 -5.351 0.10
H 3.710 2.687 -3.192 0.11
H 1.135 2.682 4.084 0.11
H -1.750 -1.015 3.083 0.10
H -1.480 -1.638 1.448 0.09
H -3.777 -1.181 1.506 0.03
H -3.041 0.070 0.502 -0.01
H -4.461 3.827 3.876 0.08
H -3.513 6.053 3.465 0.10
H -1.980 6.425 1.553 0.10
H -1.395 4.534 0.075 0.09
H -2.242 2.276 0.512 0.04
H 0.551 -1.053 4.096 0.10
H 0.247 -1.313 6.524 0.10
H -0.866 0.472 7.835 0.10
H -1.673 2.512 6.680 0.10
H -1.339 2.765 4.255 0.11
C 1.008 -4.300 -0.031 -0.12
C 2.146 -3.626 -0.823 -0.59
C 1.828 -3.695 -2.321 -0.11
C 3.396 -4.490 -0.597 -0.10
Si 2.302 -1.762 -0.282 0.72
C 3.468 -0.833 -1.558 -0.59
C 4.004 0.475 -0.969 -0.09
C 2.658 -0.440 -2.804 -0.12
C 4.686 -1.646 -2.022 -0.10
C 3.179 -1.753 1.482 -0.60
C 2.462 -2.710 2.440 -0.12
C 4.670 -2.121 1.481 -0.10
C 3.061 -0.363 2.101 -0.11
H 0.864 -5.325 -0.399 0.08
H 0.069 -3.759 -0.124 0.05
H 1.234 -4.380 1.024 0.05
H 1.646 -4.740 -2.606 0.08
H 2.662 -3.342 -2.927 0.06
H 0.953 -3.114 -2.583 0.06
H 3.227 -5.471 -1.060 0.08
H 3.589 -4.666 0.460 0.06
H 4.297 -4.069 -1.040 0.06
H 3.205 1.097 -0.574 0.05
H 4.510 1.043 -1.758 0.08
H 4.735 0.305 -0.180 0.07
H 1.812 0.199 -2.552 0.05
H 2.273 -1.300 -3.352 0.06
H 3.304 0.129 -3.486 0.07
H 5.313 -1.973 -1.192 0.06
H 5.307 -1.015 -2.671 0.08
H 4.411 -2.529 -2.598 0.06
H 2.678 -3.752 2.216 0.06
H 1.377 -2.582 2.413 0.07
H 2.805 -2.524 3.467 0.08
H 4.880 -3.107 1.072 0.06
H 5.039 -2.108 2.515 0.08
H 5.261 -1.396 0.923 0.06
H 2.040 -0.012 2.049 0.04
H 3.682 0.382 1.609 0.07
H 3.359 -0.394 3.158 0.09
```

Values from the calculation:
HOMO energy = -4.545 eV
energy above the lowest of the compared OMol25 structures with the same formula, charge and spin = 33.54 kJ/mol
lowest unoccupied orbital energy = 1.994 eV
largest force on an atom = 0.0249 Eh/bohr
total charge = -1


Which of these has the lowest energy above the lowest of the compared OMol25 structures with the same formula, charge and spin?
C53H66N3O3PtSSiTe


Among the records above, which one has the lowest total charge?
C53H66N3O3PtSSiTe


Which of these has the highest largest force on an atom?
C20H68O24P4